Here is the molecule C4H8N2O2 at a distorted geometry from the Open Molecules 2025 dataset. Energies are from wB97M-V/def2-TZVPD.

The calculation puts the relative energy (zero: lowest compared OMol25 entry of this formula, charge and spin) at 64.4 kcal/mol. For the total energy, the calculation gives -11351.319 eV. As for the lowest unoccupied orbital energy: 0.016 Eh. The molecular weight comes out at 116.12 g mol⁻¹.

ORCA input file:
```
! wB97M-V def2-TZVPD RIJCOSX def2/J DEFGRID3
* xyz 0 1
C -0.5884 -0.5777 -0.5594
C 0.1112 1.7283 0.5396
C -0.0489 0.2143 0.6216
N 0.2177 -1.9808 -0.7320
N -0.0191 2.2591 -0.6933
C 0.2363 -0.3665 1.7853
O -0.3460 -0.1474 -1.8164
O 0.3424 2.3874 1.5425
H 0.3053 -1.4529 -1.7755
H -1.6292 -0.8815 -0.3551
H 1.0705 -2.0448 -0.1818
H -0.3361 -2.8296 -0.6551
H -0.1265 1.6368 -1.4949
H 0.1180 3.2516 -0.7916
H 0.5863 0.2333 2.6149
H 0.1066 -1.4297 1.9513
*
```

---

Here is a cluster of 2 separate species, C4H8N2O2 in total at a distorted geometry from the Open Molecules 2025 dataset. Energies are from wB97M-V/def2-TZVPD.

The calculation puts the relative energy (zero: lowest compared OMol25 entry of this formula, charge and spin) at 61.0 kcal/mol. For the total energy, the calculation gives -11351.470 eV. As for the lowest unoccupied orbital energy: 0.021 Eh. The molecular weight comes out at 116.12 g mol⁻¹.

ORCA input file:
```
! wB97M-V def2-TZVPD RIJCOSX def2/J DEFGRID3
* xyz 0 1
C -0.0980 -1.0646 0.3390
C 2.4096 -0.6402 -2.3656
C -1.5517 0.9634 0.4284
C 0.6072 0.7188 1.6880
N -0.8092 -1.5033 -0.7223
N -0.4440 0.1450 0.8736
O 1.2842 -0.6560 -2.5403
O 3.5567 -0.6690 -2.3306
H -2.2540 1.0898 1.3643
H -2.1474 0.4279 -0.4243
H -1.1896 1.9640 0.2727
H 1.2965 1.4273 1.2519
H 1.2240 -0.0694 2.1256
H 0.1560 1.1971 2.5432
H -0.5837 -2.4107 -1.1569
H -1.4566 -0.9201 -1.3469
*
```

---

Here is a structure of composition C4H8N2O3 at a distorted geometry from the Open Molecules 2025 dataset. Energies are from wB97M-V/def2-TZVPD.

The calculation puts the relative energy (zero: lowest compared OMol25 entry of this formula, charge and spin) at 148.0 kcal/mol. For the total energy, the calculation gives -13395.272 eV. As for the lowest unoccupied orbital energy: -0.020 Eh. The molecular weight comes out at 132.12 g mol⁻¹.

ORCA input file:
```
! wB97M-V def2-TZVPD RIJCOSX def2/J DEFGRID3
* xyz 0 1
C -2.3931 0.0766 1.6652
C -1.1341 0.1384 0.8469
N -0.5113 -1.0437 0.6956
O 0.7124 -1.0772 0.1800
O -0.7897 1.2310 0.3102
H -2.6023 -0.9338 2.0087
H -2.2777 0.7331 2.5322
H -3.2327 0.4434 1.0727
C 0.6600 -1.0392 -1.6846
C 2.2083 0.2131 -0.4681
N 1.6717 1.3800 -0.4451
O 3.1735 -0.4284 -0.3522
H 2.2622 2.1838 -0.2842
H 0.5551 1.4320 -0.1388
H 0.3771 -2.0827 -1.7242
H -0.1637 -0.3522 -1.8411
H 1.4842 -0.8743 -2.3733
*
```

---

Here is the molecule C4H8N2O3S2 at a distorted geometry from the Open Molecules 2025 dataset. Energies are from wB97M-V/def2-TZVPD.

The calculation puts the relative energy (zero: lowest compared OMol25 entry of this formula, charge and spin) at 19.1 kcal/mol. For the total energy, the calculation gives -35067.860 eV. As for the lowest unoccupied orbital energy: 0.013 Eh. The molecular weight comes out at 196.25 g mol⁻¹.

ORCA input file:
```
! wB97M-V def2-TZVPD RIJCOSX def2/J DEFGRID3
* xyz 0 1
C 1.0105 0.0395 2.2535
C 0.0415 -0.2160 0.2320
C -1.0182 -2.2858 -0.0376
C -1.2801 1.8926 -1.3317
N -0.0514 -0.0377 1.5503
N 1.9285 -0.9000 0.0735
O 1.1973 1.0839 -1.8166
O 0.8327 2.3211 0.2667
O -0.7985 -0.9455 -0.4830
S 2.4966 -0.4625 1.5547
S 0.3435 1.3707 -0.6948
H 0.9883 0.3502 3.2798
H -1.0009 -2.3397 1.0535
H -0.2377 -2.9224 -0.4532
H -1.9949 -2.5887 -0.4168
H -1.1615 2.0742 -2.3928
H -1.9696 1.0768 -1.1592
H -1.5836 2.7890 -0.8037
H 2.2573 -0.2999 -0.6747
*
```

---

Here is the molecule C4H8N2O4 at a distorted geometry from the Open Molecules 2025 dataset. Energies are from wB97M-V/def2-TZVPD.

The calculation puts the relative energy (zero: lowest compared OMol25 entry of this formula, charge and spin) at 108.9 kcal/mol. For the total energy, the calculation gives -15444.127 eV. As for the lowest unoccupied orbital energy: 0.010 Eh. The molecular weight comes out at 148.12 g mol⁻¹.

ORCA input file:
```
! wB97M-V def2-TZVPD RIJCOSX def2/J DEFGRID3
* xyz 0 1
C 0.4294 0.3640 0.7122
C 1.9281 0.5037 1.1582
C -1.3906 -0.5785 -0.5945
C -1.6324 0.8845 -1.2933
H 0.9868 -2.3929 0.7889
H -0.3436 -1.8128 1.4346
H 0.2796 1.5851 0.4520
H -0.3982 0.2523 1.7508
H 2.0463 -0.1940 -0.4947
H -2.0282 -0.5866 0.3152
H -1.3999 -1.3647 -1.3421
H -0.4624 2.0659 -2.2205
N 0.0553 -1.9734 0.4491
N 0.0267 -0.6338 -0.2840
O 2.6332 0.5225 0.0322
O 2.4967 0.7543 2.2245
O -0.4452 1.1612 -1.9262
O -2.7817 1.4433 -1.1623
*
```

---

Here is a structure of composition C4H8N2O4 at a distorted geometry from the Open Molecules 2025 dataset. Energies are from wB97M-V/def2-TZVPD.

The calculation puts the relative energy (zero: lowest compared OMol25 entry of this formula, charge and spin) at 152.2 kcal/mol. For the total energy, the calculation gives -15442.249 eV. As for the lowest unoccupied orbital energy: -0.018 Eh. The molecular weight comes out at 148.12 g mol⁻¹.

ORCA input file:
```
! wB97M-V def2-TZVPD RIJCOSX def2/J DEFGRID3
* xyz 0 1
C -0.1499 1.0978 0.8027
C -0.0105 -1.1855 -0.9884
C -0.8982 2.3532 1.1515
C -0.0235 -2.6591 -0.5422
N 0.7215 1.2787 -0.2547
N 1.1514 -0.5364 -0.6848
O -0.1570 0.0275 1.4091
O -0.8469 -0.5964 -1.6458
O 0.1912 2.0127 -1.2171
O 2.0571 -0.8899 0.2328
H -1.4781 2.0805 2.0586
H -1.4336 2.5580 0.2944
H -0.1432 3.0229 1.2873
H 0.9235 -3.0859 -1.0098
H -0.0945 -2.7441 0.5278
H -0.8520 -3.3987 -0.9118
H -0.6006 1.6135 -1.6300
H 1.6433 -0.9489 1.1205
*
```